1.
The following is a DFT calculation (ωB97M-V with the def2-TZVPD basis set) of a 7-piece molecular cluster, C63H133N7O7 overall in a non-equilibrium geometry.

The HOMO-LUMO gap is 8.600 eV. The molecular weight comes out at 1100.80 g/mol. Its relative energy (zero: lowest compared OMol25 entry of this formula, charge and spin) is 12.0 kcal/mol. The largest force on an atom comes out at 2.0 eV/Å. The calculation puts the total energy at -3389.89999 Eh. As for the SMILES: CC1(C)CCCC(C)(C)N1O.CC1(C)CCCC(C)(C)N1O.CC1(C)CCCC(C)(C)N1O.CC1(C)CCCC(C)(C)N1O.CC1(C)CCCC(C)(C)N1O.CC1(C)CCCC(C)(C)N1O.CC1(C)CCCC(C)(C)N1O.

Last column: Löwdin charge in e.
CARTESIAN COORDINATES (ANGSTROEM)
C 0.09239 6.21949 3.45986  -0.035
C 0.92848 5.29786 4.34316  -0.527
C 2.32938 5.15072 3.72165  -0.022
C 1.07843 6.02320 5.70478  -0.137
C 1.61535 5.11949 6.78949  -0.188
C 0.83603 3.81450 6.90642  -0.133
C 0.61041 3.06259 5.58707  -0.521
C 1.86509 2.24000 5.25876  -0.012
C -0.59551 2.14620 5.79439  -0.037
N 0.27290 4.03352 4.56884  -0.099
O -0.11772 3.39351 3.36439  -0.028
H 0.03608 5.85050 2.43326  0.078
H -0.91816 6.33027 3.86136  0.092
H 0.55327 7.20638 3.45985  0.089
H 2.79365 6.10296 3.44782  0.086
H 3.01642 4.62438 4.37620  0.065
H 2.22514 4.62689 2.76431  0.075
H 1.76440 6.84471 5.48744  0.119
H 0.11133 6.45487 5.97782  0.121
H 2.69133 4.94401 6.64039  0.107
H 1.66693 5.63882 7.75303  0.113
H -0.12199 4.07450 7.36788  0.122
H 1.37726 3.15282 7.58574  0.123
H 2.77185 2.81000 5.44526  0.070
H 1.82291 1.94638 4.20706  0.062
H 1.89246 1.31317 5.83533  0.087
H -1.52338 2.71772 5.76989  0.088
H -0.56706 1.61590 6.74817  0.087
H -0.62388 1.39085 5.00387  0.069
H -0.89236 3.89069 3.08083  0.098
C 0.62996 -1.88700 3.51707  -0.032
C 0.41068 -3.34498 3.09478  -0.488
C -0.91071 -3.46247 2.35368  -0.024
C 1.58900 -3.70675 2.17860  -0.121
C 1.93479 -5.19612 2.15061  -0.166
C 2.00432 -5.74496 3.56360  -0.142
C 0.72951 -5.55138 4.36880  -0.533
C -0.43099 -6.40650 3.84434  -0.026
C 1.00318 -5.92438 5.82027  -0.039
N 0.42161 -4.11148 4.35247  -0.097
O -0.75549 -3.85188 5.09273  -0.026
H 0.76201 -1.23382 2.65171  0.060
H -0.25063 -1.52249 4.05685  0.077
H 1.48415 -1.78138 4.18528  0.091
H -0.98582 -3.03409 1.35248  0.071
H -1.28671 -4.48181 2.25623  0.066
H -1.72068 -3.00509 2.93344  0.068
H 1.25435 -3.41816 1.17950  0.093
H 2.48702 -3.11561 2.37138  0.121
H 1.11341 -5.69406 1.62231  0.095
H 2.86330 -5.36493 1.60763  0.113
H 2.78628 -5.19351 4.10319  0.126
H 2.29388 -6.79799 3.56804  0.124
H -1.35336 -6.07333 4.32098  0.085
H -0.26244 -7.45573 4.10323  0.088
H -0.56717 -6.36307 2.76691  0.056
H 1.33725 -6.96638 5.84425  0.086
H 0.07952 -5.92798 6.40156  0.081
H 1.73842 -5.25925 6.26603  0.087
H -0.46794 -3.26276 5.79649  0.107
C -8.73973 -0.90416 5.10156  -0.039
C -7.28045 -0.64462 5.47469  -0.536
C -7.16807 0.61422 6.32780  -0.024
C -6.84848 -1.88187 6.28569  -0.140
C -5.35756 -1.90686 6.55076  -0.184
C -4.55344 -1.86117 5.25116  -0.121
C -5.02085 -0.76588 4.27935  -0.503
C -4.30187 0.54565 4.64595  -0.030
C -4.57348 -1.15021 2.87168  -0.040
N -6.47960 -0.62625 4.26617  -0.107
O -6.87498 0.39825 3.38871  -0.019
H -8.88639 -1.87088 4.62887  0.084
H -9.40317 -0.69957 5.94417  0.083
H -9.08847 -0.13894 4.39402  0.081
H -6.22278 0.66625 6.86102  0.063
H -7.29952 1.52218 5.73929  0.089
H -7.97916 0.58886 7.06054  0.083
H -7.40534 -1.82283 7.22574  0.124
H -7.17563 -2.77907 5.75810  0.119
H -5.10182 -1.13280 7.28016  0.104
H -5.07900 -2.81406 7.10073  0.112
H -4.46678 -2.85959 4.82520  0.121
H -3.55724 -1.54935 5.57939  0.114
H -3.23947 0.45278 4.39518  0.075
H -4.34422 0.85180 5.69079  0.074
H -4.69350 1.35717 4.02813  0.083
H -3.57906 -1.60869 2.85612  0.066
H -4.60956 -0.29142 2.20346  0.075
H -5.15591 -1.98942 2.47370  0.092
H -7.13075 -0.03498 2.56960  0.106
C 3.04592 -0.74673 -8.23223  -0.024
C 1.69238 -1.22357 -7.70449  -0.526
C 0.66326 -1.11969 -8.83857  -0.034
C 1.76474 -2.67794 -7.26380  -0.131
C 2.42475 -2.85948 -5.90170  -0.174
C 1.78081 -1.94863 -4.86885  -0.155
C 1.75643 -0.47340 -5.27385  -0.489
C 0.80714 0.19555 -4.26317  -0.026
C 3.16539 0.12408 -5.09881  -0.020
N 1.18904 -0.40888 -6.60517  -0.102
O 0.98297 0.92984 -7.01823  -0.008
H 3.83757 -0.84099 -7.48900  0.067
H 3.31977 -1.19763 -9.18416  0.088
H 2.98983 0.33544 -8.39836  0.084
H 0.73875 -0.14299 -9.31772  0.078
H 0.71305 -1.92849 -9.56440  0.086
H -0.33769 -1.12051 -8.39745  0.088
H 0.78491 -3.15795 -7.18450  0.111
H 2.31567 -3.23020 -8.02985  0.125
H 2.31868 -3.90041 -5.57132  0.110
H 3.51790 -2.77729 -5.90868  0.108
H 2.27253 -2.16901 -3.91619  0.129
H 0.74591 -2.27629 -4.71257  0.079
H -0.20102 0.34331 -4.66954  0.087
H 1.11725 1.22881 -4.06173  0.070
H 0.69643 -0.31834 -3.30996  0.055
H 3.30603 0.44047 -4.06457  0.069
H 3.36987 0.97137 -5.75225  0.069
H 3.92964 -0.61887 -5.33593  0.071
H 0.12620 1.16368 -6.64803  0.098
C 3.40995 3.63996 -4.92002  -0.019
C 2.98269 5.06547 -4.43223  -0.508
C 1.46037 5.13352 -4.43067  -0.019
C 3.49426 5.20742 -2.99942  -0.142
C 4.97812 5.46144 -2.84201  -0.171
C 5.43180 6.58918 -3.78917  -0.139
C 4.93891 6.51991 -5.22498  -0.530
C 5.07004 7.91166 -5.83079  -0.039
C 5.86268 5.56965 -6.01740  -0.023
N 3.55282 6.10595 -5.26403  -0.115
O 2.99595 6.19471 -6.54140  -0.008
H 4.37803 3.36678 -4.50128  0.075
H 2.67261 2.92262 -4.55922  0.051
H 3.44287 3.52951 -6.00689  0.080
H 1.09922 5.35778 -5.43170  0.081
H 1.05085 4.21197 -4.02071  0.073
H 1.10448 5.94732 -3.79143  0.086
H 3.01400 6.14683 -2.68669  0.125
H 3.08989 4.38574 -2.41019  0.108
H 5.10688 5.89325 -1.84731  0.110
H 5.57610 4.55286 -2.93094  0.105
H 6.52032 6.66567 -3.71650  0.124
H 5.11272 7.52442 -3.31238  0.120
H 6.10138 8.22888 -5.66501  0.086
H 4.44822 8.62642 -5.28013  0.088
H 4.73855 7.98393 -6.86223  0.081
H 6.83065 5.99509 -6.27970  0.083
H 5.40328 5.20943 -6.94154  0.077
H 6.05891 4.67632 -5.41497  0.073
H 3.19470 5.36516 -7.00678  0.090
C -2.54115 -2.97776 -3.60918  -0.010
C -1.65571 -4.24325 -3.67537  -0.509
C -1.31883 -4.48526 -5.15495  -0.024
C -0.31691 -3.93026 -3.00119  -0.132
C -0.40401 -3.98578 -1.46668  -0.183
C -0.90489 -5.35437 -1.04884  -0.134
C -2.27708 -5.67490 -1.63420  -0.519
C -2.55175 -7.16371 -1.44350  -0.035
C -3.35044 -4.86439 -0.87466  -0.015
N -2.21709 -5.44072 -3.08216  -0.092
O -3.43104 -5.79194 -3.71712  -0.008
H -2.02019 -2.07708 -3.92066  0.081
H -3.46993 -3.14461 -4.15877  0.084
H -2.85699 -2.82752 -2.57106  0.065
H -0.83334 -3.57566 -5.51416  0.064
H -0.61782 -5.31230 -5.27793  0.091
H -2.20730 -4.71063 -5.74345  0.083
H 0.49000 -4.60133 -3.29963  0.128
H -0.02867 -2.89437 -3.20673  0.084
H 0.59870 -3.78534 -1.07376  0.104
H -1.00055 -3.16220 -1.06644  0.073
H -0.87347 -5.54225 0.02508  0.103
H -0.20142 -6.05714 -1.51786  0.130
H -2.37750 -7.48813 -0.41627  0.085
H -1.95604 -7.74032 -2.14810  0.091
H -3.60472 -7.37416 -1.64615  0.082
H -3.53288 -5.36700 0.07734  0.088
H -4.30003 -4.89425 -1.41498  0.078
H -3.04320 -3.84188 -0.66996  0.066
H -4.09424 -5.17485 -3.37451  0.080
C 3.05859 0.65178 -0.66791  -0.027
C 1.80402 1.14666 0.04091  -0.502
C 2.04518 1.18158 1.55949  -0.020
C 1.54793 2.56136 -0.46606  -0.149
C 0.17335 3.08183 -0.09332  -0.163
C -0.92426 2.14195 -0.55233  -0.120
C -0.74439 0.64751 -0.25795  -0.494
C -1.29799 0.25686 1.09913  -0.014
C -1.47013 -0.12093 -1.35387  -0.030
N 0.68478 0.32271 -0.41622  -0.088
O 0.97269 -1.05769 -0.31846  -0.023
H 2.90189 0.65481 -1.75044  0.069
H 3.89478 1.33088 -0.48295  0.095
H 3.34717 -0.34281 -0.33217  0.082
H 1.13395 1.16575 2.15126  0.046
H 2.70786 0.39870 1.93238  0.087
H 2.52758 2.13444 1.80020  0.079
H 2.31454 3.21174 -0.03081  0.116
H 1.69597 2.65858 -1.54818  0.105
H 0.14645 3.21103 0.99463  0.089
H -0.02038 4.08316 -0.48613  0.116
H -1.21333 2.30844 -1.59335  0.116
H -1.84333 2.42938 -0.02009  0.122
H -1.06547 -0.76887 1.38889  0.060
H -2.34579 0.48175 1.29656  0.080
H -0.75012 0.81314 1.87093  0.068
H -2.53171 0.14093 -1.36693  0.100
H -1.37374 -1.19913 -1.23307  0.054
H -1.05198 0.11327 -2.33645  0.061
H 1.31318 -1.30165 -1.18558  0.084

Cartesian forces (eV/Å) of the 2 atoms listed first:
C -0.2 -0.3 0.0
C 1.2 0.5 0.5



2.
The following is a DFT calculation (ωB97M-V with the def2-TZVPD basis set) of C2HBr4O2S as an isolated structure in a non-equilibrium geometry.

The net charge is -1. The HOMO-LUMO gap (alpha / beta) is 7.270 / 6.135 eV. The multiplicity is 3. The molecular weight comes out at 408.71 g/mol. As for the expectation value of S²: 2.01. Its relative energy (zero: lowest compared OMol25 entry of this formula, charge and spin) is 0.0 kcal/mol. The largest force on an atom comes out at 1.2 eV/Å. The calculation puts the total energy at -10921.50899 Eh.

Last column: Löwdin charge in e.
CARTESIAN COORDINATES (ANGSTROEM)
C 0.49510 0.10153 -0.22161  -0.636
C -0.90248 0.24116 -0.51810  -1.672
O -0.03031 -1.18810 2.03093  -0.440
O 2.27238 -1.31881 1.11721  -0.388
S 0.84098 -1.24978 0.86448  0.660
Br 1.17728 2.86666 -0.02044  -0.143
Br -1.70142 -1.63743 -1.08977  0.386
Br -2.00304 0.77512 0.95213  0.629
Br -1.30809 1.35161 -2.03946  0.556
H 1.15959 0.05804 -1.07538  0.048

Cartesian forces (eV/Å) of the 2 atoms listed first:
C -0.1 0.4 -0.5
C -0.4 -0.2 -0.2



3.
The following is a DFT calculation (ωB97M-V with the def2-TZVPD basis set) of a 7-piece molecular cluster, C27H71N4O11 overall in a non-equilibrium geometry.

The net charge is -1. The HOMO-LUMO gap is 7.586 eV. The molecular weight comes out at 627.88 g/mol. Its relative energy (zero: lowest compared OMol25 entry of this formula, charge and spin) is 44.7 kcal/mol. The largest force on an atom comes out at 12.1 eV/Å. The calculation puts the total energy at -2117.23762 Eh.

Last column: Löwdin charge in e.
CARTESIAN COORDINATES (ANGSTROEM)
C 0.15439 -0.74243 0.27780  -0.227
O 0.28363 -2.11030 -0.15601  -0.423
H -1.06510 -0.45522 0.46755  0.099
H 0.55565 -0.26886 -0.52364  0.000
H 0.76848 -0.57201 1.27505  0.084
C 0.33020 -5.31887 -1.15747  -0.206
O 0.51722 -4.18980 -1.96846  -0.162
H -0.09637 -5.27523 -0.15691  0.067
H 1.21368 -5.79844 -0.93271  0.029
H -0.42467 -6.00764 -1.68088  0.100
H 0.65045 -3.48424 -1.24969  0.047
C -1.84129 -2.52863 2.45705  -0.189
O -1.73739 -3.18711 1.28208  -0.095
H -0.90696 -2.45714 2.97356  0.075
H -2.58212 -2.86382 3.10684  0.057
H -2.33873 -1.55675 2.26314  0.067
H -1.35006 -2.73064 0.60432  -0.027
C -4.43411 -3.48402 -0.63942  -0.135
O -4.29994 -2.71075 -1.76909  -0.159
C -3.20217 -1.85725 -1.75791  -0.228
C -2.06768 -2.27530 -2.73732  -0.132
N -0.97766 -1.23227 -2.74379  -0.031
C -0.00125 -1.34906 -3.78796  -0.192
C 1.17335 -0.29122 -3.83766  -0.234
O 1.91743 -0.64212 -4.96575  -0.156
C 3.10785 -1.16976 -4.43306  -0.131
H -4.32741 -2.84545 0.22003  0.071
H -3.75263 -4.27404 -0.46923  0.075
H -5.39642 -3.89013 -0.44230  0.073
H -3.00257 -1.22980 -0.87476  0.101
H -3.64426 -0.96056 -2.39179  0.134
H -2.32450 -2.50412 -3.77167  0.110
H -1.62384 -3.30443 -2.36498  0.131
H -0.49574 -1.17442 -1.99166  -0.039
H -0.50972 -1.17937 -4.82090  0.145
H 0.46730 -2.26798 -3.64450  0.082
H 1.32596 -0.36095 -2.82769  0.075
H 0.81532 0.75817 -4.11743  0.142
H 3.11788 -2.03277 -3.58442  0.139
H 3.47269 -0.36697 -3.96621  0.027
H 3.87983 -1.49222 -5.15737  0.090
C -5.79652 1.89032 0.12043  -0.121
O -5.69480 1.46053 1.46005  -0.216
C -4.44086 0.81253 1.76181  -0.204
C -3.41511 1.78461 2.35099  -0.298
N -2.31932 1.16239 2.81732  -0.013
C -1.22050 2.06918 3.19956  -0.117
C -0.01599 1.20352 3.75650  -0.155
O 1.09318 1.97484 4.29377  -0.270
C 2.23543 1.26390 4.59849  -0.150
H -6.81611 2.37980 0.00309  0.104
H -5.74444 1.12762 -0.58552  0.042
H -4.84250 2.59212 -0.12500  0.120
H -3.91771 0.27012 1.02344  0.081
H -4.90675 0.08269 2.63668  0.177
H -4.09530 2.44460 3.15703  0.168
H -3.44962 2.71475 1.74246  0.106
H -1.95342 0.60061 2.29054  -0.042
H -1.34281 2.77723 4.06879  0.138
H -0.84070 2.56981 2.32786  0.105
H 0.44466 0.60706 3.01889  0.070
H -0.27636 0.84917 4.74790  0.123
H 2.92066 1.57586 5.40094  0.082
H 2.55611 0.92393 3.44543  0.151
H 1.83490 0.32540 5.04592  0.069
C 6.77265 -1.69099 -1.94082  -0.110
O 5.36456 -1.55098 -1.78247  -0.194
C 4.93606 -2.19435 -0.61704  -0.238
C 3.40476 -1.99062 -0.40832  -0.203
N 2.84989 -2.30772 0.89316  -0.073
C 2.88436 -3.74163 1.26546  -0.185
C 1.85436 -4.13858 2.22457  -0.268
O 1.84532 -5.42500 2.81103  -0.174
C 0.67509 -5.60198 3.52702  -0.136
H 7.44463 -1.50405 -1.04667  0.100
H 6.90359 -1.13347 -2.92497  0.114
H 6.85293 -2.76391 -2.03458  0.070
H 5.42542 -1.81539 0.46695  0.169
H 5.32345 -3.04952 -0.33402  0.037
H 2.66940 -2.40680 -1.15015  0.101
H 3.07427 -0.89432 -0.50414  0.137
H 1.89061 -2.25264 0.79413  -0.009
H 3.85560 -4.24376 1.49548  0.127
H 2.41597 -4.26437 0.24354  0.154
H 0.79124 -4.04126 1.86150  0.114
H 1.88295 -3.48360 3.05162  0.107
H -0.17448 -5.38851 2.98903  0.051
H 0.75020 -5.10756 4.45974  0.072
H 0.57779 -6.71964 3.83143  0.119
C -2.55494 1.52533 -1.51035  -0.101
O -2.53806 2.97485 -1.26085  -0.200
C -1.19128 3.40621 -1.47419  -0.201
C -1.35681 4.93434 -0.96277  -0.097
N 0.06240 5.51675 -0.92395  -0.081
C 0.05277 6.92951 -0.61854  -0.217
C 1.54810 7.42258 -0.50375  -0.154
O 1.34665 8.85929 -0.13591  -0.230
C 2.60065 9.42821 0.29055  -0.100
H -1.75739 0.87773 -1.04756  0.068
H -2.17588 1.23892 -2.66615  0.137
H -3.49208 1.26631 -1.66537  -0.007
H -0.51324 3.25499 -2.31852  0.121
H -0.56335 2.94675 -0.81980  0.067
H -1.76667 4.80135 0.09139  0.143
H -1.71446 5.56413 -1.60884  0.041
H 0.32257 5.48521 -1.86855  0.074
H -0.24402 7.04129 0.35490  0.087
H -0.53759 7.52413 -1.29721  0.116
H 2.19223 7.49750 -1.45737  0.135
H 2.12089 6.81901 0.21261  0.111
H 2.37977 10.32708 0.83563  0.081
H 3.25797 9.56298 -0.44940  0.037
H 2.90633 8.72760 1.07039  0.087

Cartesian forces (eV/Å) of the 2 atoms listed first:
C -2.2 -3.8 3.0
O -0.6 1.2 1.0



4.
The following is a DFT calculation (ωB97M-V with the def2-TZVPD basis set) of an isolated ion of composition C8H13N2 and charge +1 in a non-equilibrium geometry.

The net charge is +1. The HOMO-LUMO gap is 8.915 eV. The molecular weight comes out at 137.21 g/mol. Its relative energy (zero: lowest compared OMol25 entry of this formula, charge and spin) is 110.4 kcal/mol. The largest force on an atom comes out at 5.7 eV/Å. The calculation puts the total energy at -421.76090 Eh. As for the SMILES: C[C@H]1\C=C/N=C\[NH+]=C/[C@@H]1C.

Last column: Löwdin charge in e.
CARTESIAN COORDINATES (ANGSTROEM)
C -1.25309 -1.93533 -0.85295  0.013
C -0.86807 -0.88100 0.27153  -0.247
C 0.44069 -1.18736 1.02066  -0.008
C 1.71519 -1.25091 0.55448  -0.077
N 2.13439 -0.71983 -0.60545  0.161
C 2.19935 0.50635 -0.82093  -0.089
N 1.69608 1.45823 0.16784  0.137
C 0.49743 1.15616 0.65541  0.025
C -0.63875 0.58850 -0.20665  -0.296
C -1.75268 1.66226 -0.12372  -0.011
H -0.42017 -2.28451 -1.28526  0.034
H -1.90552 -1.33497 -1.53542  0.109
H -1.77623 -2.65624 -0.31231  0.065
H -1.74770 -0.76197 1.06861  0.183
H 0.17350 -1.62958 1.86527  0.075
H 2.43089 -1.71610 1.05495  0.098
H 2.52457 1.05401 -1.69150  0.145
H 2.44587 2.02219 0.53155  0.174
H 0.25731 1.62380 1.50522  0.118
H -0.13926 0.68928 -1.12114  0.114
H -2.47172 1.49892 -0.98651  0.124
H -1.25014 2.53661 -0.02857  0.036
H -2.29192 1.56150 0.87490  0.117

Cartesian forces (eV/Å) of the 2 atoms listed first:
C -2.4 4.7 2.2
C -0.6 1.6 0.4